Computed, not measured: a structure of composition C26H30MoN4O3STe, with ωB97M-V/def2-TZVPD.

Geometry as XYZ:
```
66
Properties=species:S:1:pos:R:3:nbo_charge:R:1
Mo -0.35 0.08 -0.66 1.396
O 4.09 -2.94 -1.72 -0.636
C 4.42 -2.08 -0.75 0.397
C 5.65 -2.29 -0.11 -0.275
C 6.05 -1.46 0.91 -0.101
C 5.24 -0.39 1.33 -0.252
C 4.04 -0.18 0.72 -0.150
C 3.60 -1.02 -0.33 -0.215
C 2.30 -0.81 -0.91 0.585
O 1.53 0.16 -0.35 -0.634
N 1.84 -1.49 -1.92 -0.395
N 0.54 -1.12 -2.17 -0.256
C -0.10 -1.60 -3.17 0.115
C -1.45 -1.09 -3.29 0.145
C -2.26 -1.41 -4.37 -0.185
C -3.50 -0.82 -4.48 -0.108
C -3.88 0.10 -3.51 -0.208
C -3.02 0.37 -2.46 0.074
N -1.83 -0.23 -2.31 -0.459
H 3.23 -2.70 -2.11 0.509
H 6.27 -3.11 -0.44 0.250
H 7.00 -1.64 1.39 0.237
H 5.58 0.26 2.13 0.236
H 3.42 0.65 1.03 0.220
H 0.35 -2.31 -3.86 0.246
H -1.90 -2.11 -5.12 0.255
H -4.15 -1.05 -5.31 0.257
H -4.83 0.62 -3.56 0.258
H -3.29 1.10 -1.71 0.234
O -0.58 -1.70 0.27 -0.933
S -0.07 -2.39 1.55 1.288
C 0.31 -1.09 2.76 -0.587
C -0.53 -1.45 3.98 -0.416
C -1.88 -1.90 3.43 -0.423
C -1.58 -2.97 2.38 -0.574
H -0.02 -0.15 2.31 0.232
H 1.39 -1.08 2.90 0.281
H -0.62 -0.58 4.63 0.258
H -0.06 -2.25 4.55 0.239
H -2.41 -1.06 2.97 0.222
H -2.53 -2.31 4.20 0.264
H -2.32 -3.12 1.60 0.269
H -1.31 -3.92 2.82 0.272
C -0.42 2.80 -1.79 -0.270
N -0.04 3.69 -0.76 -0.408
C 1.24 4.35 -0.99 -0.418
C -0.06 3.08 0.56 -0.264
C -1.35 2.36 0.92 0.084
C -2.11 2.87 1.97 -0.209
C -3.28 2.27 2.38 -0.146
C -3.73 1.11 1.75 -0.212
C -3.00 0.58 0.70 -0.208
C -1.80 1.19 0.28 -0.355
H -0.02 3.11 -2.76 0.251
H -1.49 2.65 -1.87 0.215
H 0.08 1.76 -1.65 0.070
H 1.23 4.83 -1.97 0.223
H 2.09 3.65 -0.94 0.178
H 1.39 5.13 -0.24 0.225
H 0.11 3.86 1.30 0.236
H 0.80 2.38 0.65 0.175
H -1.77 3.78 2.46 0.237
H -3.86 2.70 3.18 0.245
H -4.65 0.64 2.06 0.242
H -3.35 -0.33 0.22 0.224
Te 1.59 -3.95 1.30 -0.043
```

Its relative energy (zero: lowest compared OMol25 entry of this formula, charge and spin) is 34.7 kcal per mole. Its total charge is +2. The calculation puts the orbital gap (alpha / beta) at 6.00 / 6.01 eV. As for the HOMO energy (alpha / beta): -13.40 / -13.40 eV. For the total energy, the calculation gives -59519.238 eV.